1.
C49H58As2N3OP3S4Sc | wB97M-V/def2-TZVPD

```
121
Properties=species:S:1:pos:R:3:mulliken_charge:R:1
Sc 0.194 0.011 -0.082 -0.06
S 1.010 -2.450 0.513 -0.35
P 2.176 -1.274 1.655 2.25
C 2.061 0.397 1.180 -1.57
P 1.183 1.436 2.233 3.09
S -0.822 1.322 2.107 -0.88
C 1.747 1.446 3.959 0.28
C 0.926 1.130 5.031 -0.20
C 1.450 1.126 6.316 -0.72
C 2.786 1.430 6.527 -0.54
C 3.613 1.730 5.452 -0.73
C 3.097 1.734 4.169 -0.39
C 1.640 3.132 1.677 -1.12
C 1.359 4.144 2.510 -0.30
C 1.496 5.584 2.333 -0.48
C 2.065 6.289 1.351 -0.86
C 2.799 5.813 0.138 -0.71
C 2.229 3.265 0.303 1.34
C 3.913 -1.744 1.341 0.00
C 4.251 -3.079 1.137 -0.92
C 5.575 -3.435 0.931 -0.79
C 6.566 -2.461 0.941 -0.59
C 6.231 -1.130 1.142 -0.65
C 4.905 -0.770 1.337 0.14
C 1.916 -1.796 3.376 0.46
C 0.643 -2.196 3.774 -0.18
C 0.436 -2.647 5.068 -0.79
C 1.496 -2.701 5.962 -0.59
C 2.761 -2.287 5.569 -0.83
C 2.976 -1.830 4.279 -0.37
H -0.119 0.905 4.855 0.35
H 0.813 0.883 7.157 0.45
H 3.190 1.426 7.531 0.41
H 4.657 1.965 5.617 0.46
H 3.725 1.970 3.317 0.14
H 0.927 3.860 3.466 0.38
H 1.043 6.162 3.132 0.39
H 2.009 7.371 1.423 0.35
H 2.182 6.014 -0.746 0.15
H 2.698 2.295 0.079 -0.49
H 3.465 -3.825 1.126 0.46
H 5.835 -4.472 0.762 0.45
H 7.601 -2.742 0.792 0.39
H 7.004 -0.371 1.138 0.43
H 4.622 0.267 1.475 0.14
H -0.173 -2.176 3.062 0.19
H -0.550 -2.969 5.379 0.46
H 1.339 -3.070 6.968 0.39
H 3.586 -2.325 6.269 0.44
H 3.965 -1.522 3.965 0.48
C -1.161 -0.192 -4.075 -1.10
As -0.677 -1.163 -2.439 1.24
C -2.244 -2.327 -2.461 -1.33
C 0.682 -2.418 -3.088 0.19
C 0.326 -3.593 -3.744 -0.57
C 1.272 -4.564 -4.036 -0.89
C 2.587 -4.377 -3.644 -0.91
C 2.958 -3.198 -3.014 -0.79
C 2.021 -2.203 -2.755 -0.28
As 2.528 -0.492 -1.962 2.09
C 4.483 -0.647 -2.085 -1.53
C 2.333 0.584 -3.618 -0.86
H -1.330 -0.905 -4.880 0.44
H -0.388 0.514 -4.370 0.25
H -2.077 0.352 -3.855 0.34
H -2.452 -2.681 -3.469 0.55
H -3.090 -1.736 -2.119 0.17
H -2.100 -3.172 -1.789 0.43
H -0.706 -3.762 -4.025 0.34
H 0.979 -5.468 -4.553 0.41
H 3.327 -5.144 -3.831 0.42
H 3.988 -3.062 -2.710 0.35
H 4.859 -1.366 -1.360 0.20
H 4.910 0.328 -1.850 0.41
H 4.778 -0.936 -3.092 0.55
H 2.221 -0.056 -4.490 0.42
H 3.220 1.207 -3.745 0.55
H 1.462 1.230 -3.524 -0.28
C 3.282 4.366 0.151 -1.17
P 0.823 3.245 -0.867 1.02
C 1.275 3.950 -2.471 -1.63
C -0.557 4.226 -0.254 -1.36
O 0.398 1.806 -1.076 0.57
H 3.684 6.444 0.017 0.63
H 3.847 4.190 -0.768 0.41
H 3.978 4.248 0.984 0.53
H 1.287 5.039 -2.442 0.51
H 0.509 3.619 -3.173 0.43
H 2.247 3.578 -2.794 0.32
H -0.230 5.222 0.047 0.44
H -0.992 3.697 0.594 0.13
H -1.286 4.291 -1.065 0.52
C -5.580 4.201 1.442 -1.46
C -5.241 3.648 0.100 1.02
C -5.842 4.020 -1.067 -0.92
C -5.411 3.403 -2.266 0.86
N -4.451 2.500 -2.290 -0.49
C -3.843 2.135 -1.146 -0.74
S -2.614 1.012 -1.073 -0.01
N -4.266 2.715 0.037 0.17
C -6.027 3.770 -3.576 -1.30
H -6.413 4.895 1.375 0.39
H -4.718 4.725 1.860 0.33
H -5.844 3.397 2.131 0.34
H -6.625 4.762 -1.073 0.38
H -3.783 2.411 0.873 0.16
H -6.931 4.362 -3.446 0.37
H -6.251 2.869 -4.145 0.34
H -5.309 4.347 -4.161 0.28
S -2.094 -1.693 1.048 -0.23
C -3.584 -2.389 0.725 -0.23
N -3.811 -3.655 1.195 0.02
C -4.954 -4.353 0.999 -0.34
C -5.984 -3.803 0.308 -0.70
C -5.830 -2.484 -0.179 -0.22
C -4.670 -1.796 0.028 -0.25
H -3.039 -4.067 1.702 0.20
H -4.990 -5.349 1.417 0.43
H -6.893 -4.359 0.142 0.39
H -6.649 -2.023 -0.716 0.46
H -4.528 -0.789 -0.335 0.23
```

Calculated values
Total charge: +1
Energy in Eh: -9990.60394
Spin multiplicity: 1
LUMO level in eV: -2.1
Maximum force in eV/Å: 1.90
E_HOMO in eV: -9.22

2.
C49H59GeI2NO4SeSn | wB97M-V/def2-TZVPD

```
118
Properties=species:S:1:pos:R:3:mulliken_charge:R:1
Sn -0.759 0.563 -0.522 1.02
C -5.748 -2.451 3.732 -1.22
C -5.834 -2.927 2.274 2.30
C -6.123 -4.429 2.275 -2.37
C -7.018 -2.224 1.593 -1.71
C -4.524 -2.586 1.559 -1.25
C -4.205 -1.249 1.325 -0.03
C -2.993 -0.899 0.748 -0.88
N -2.580 0.387 0.460 -0.63
C -2.906 1.566 1.099 -0.25
C -3.601 1.721 2.288 -0.36
C -3.844 2.991 2.816 -1.16
C -3.344 4.092 2.139 -0.11
C -2.578 3.980 0.967 -0.86
C -2.352 2.704 0.445 0.85
O -1.596 2.481 -0.630 -1.17
C -2.006 5.213 0.257 2.84
C -0.472 5.129 0.218 -1.14
C -2.545 5.279 -1.180 -1.79
C -2.388 6.520 0.959 -2.49
C -4.632 3.107 4.122 2.44
C -6.000 2.425 3.971 -1.28
C -4.876 4.561 4.531 -2.32
C -3.854 2.418 5.253 -1.70
C -2.064 -1.902 0.354 0.91
O -0.919 -1.495 -0.194 -0.86
C -2.384 -3.250 0.560 -0.65
C -3.604 -3.552 1.179 0.60
C -1.441 -4.360 0.086 2.41
C -1.963 -5.761 0.411 -2.44
C -0.064 -4.211 0.751 -1.61
C -1.297 -4.253 -1.438 -1.16
H -6.665 -2.695 4.279 0.46
H -5.599 -1.370 3.778 0.00
H -4.903 -2.924 4.237 0.31
H -7.082 -4.618 2.767 0.47
H -5.355 -4.985 2.816 0.33
H -6.175 -4.822 1.258 0.42
H -7.957 -2.506 2.080 0.46
H -7.074 -2.505 0.539 0.36
H -6.929 -1.139 1.645 0.27
H -4.908 -0.466 1.570 1.05
H -3.941 0.841 2.816 1.16
H -3.540 5.078 2.530 0.62
H -0.142 4.276 -0.373 -0.12
H -0.072 5.027 1.231 0.27
H -0.060 6.045 -0.223 0.49
H -2.279 4.380 -1.732 0.30
H -2.125 6.148 -1.700 0.41
H -3.634 5.378 -1.173 0.36
H -2.005 6.556 1.981 0.41
H -3.471 6.663 0.991 0.41
H -1.954 7.358 0.408 0.46
H -6.576 2.900 3.174 0.32
H -6.570 2.495 4.903 0.48
H -5.894 1.368 3.720 0.00
H -5.439 5.099 3.765 0.38
H -3.937 5.090 4.701 0.40
H -5.453 4.589 5.460 0.44
H -3.679 1.366 5.027 0.29
H -4.409 2.477 6.196 0.46
H -2.882 2.896 5.390 0.34
H -3.840 -4.591 1.350 0.54
H -2.058 -5.924 1.488 0.42
H -1.254 -6.495 0.020 0.46
H -2.932 -5.953 -0.055 0.40
H -0.150 -4.346 1.834 0.33
H 0.359 -3.228 0.554 0.17
H 0.623 -4.967 0.360 0.48
H -2.279 -4.327 -1.913 0.24
H -0.661 -5.051 -1.831 0.52
H -0.854 -3.301 -1.716 -0.17
Se 0.557 0.225 -2.668 -0.15
I 1.026 -2.220 -3.674 -0.07
I 2.072 -4.761 -5.080 -0.70
O 0.747 1.069 0.787 -0.82
C 1.561 1.879 0.159 0.91
O 1.265 2.462 -0.873 -0.28
C 2.970 1.959 0.718 -0.47
C 3.992 1.701 -0.393 -1.36
Ge 4.164 2.760 -2.054 1.82
C 5.320 4.301 -1.625 -0.22
C 5.390 4.814 -0.331 -0.17
C 6.156 5.937 -0.038 -0.65
C 6.876 6.566 -1.043 -0.41
C 6.816 6.072 -2.340 -0.71
C 6.041 4.957 -2.625 -0.42
C 5.156 1.496 -3.184 -0.01
C 6.516 1.606 -3.470 -0.46
C 7.163 0.637 -4.230 -0.58
C 6.459 -0.458 -4.711 -0.50
C 5.107 -0.594 -4.422 -0.79
C 4.468 0.375 -3.661 0.08
C 2.723 3.549 -3.111 0.41
C 2.348 3.036 -4.347 -0.31
C 1.337 3.638 -5.089 -0.63
C 0.694 4.764 -4.601 -0.61
C 1.070 5.295 -3.373 -0.37
C 2.077 4.692 -2.639 -0.42
H 3.063 1.184 1.479 0.32
H 3.107 2.924 1.213 0.18
H 3.866 0.672 -0.740 0.64
H 5.007 1.761 0.015 0.51
H 4.836 4.333 0.468 0.15
H 6.187 6.322 0.975 0.39
H 7.475 7.440 -0.820 0.35
H 7.370 6.563 -3.133 0.37
H 5.984 4.599 -3.648 0.45
H 7.083 2.450 -3.093 0.35
H 8.221 0.738 -4.442 0.38
H 6.963 -1.213 -5.304 0.37
H 4.545 -1.451 -4.778 0.47
H 3.417 0.239 -3.424 0.10
H 2.830 2.149 -4.739 0.32
H 1.037 3.205 -6.035 0.40
H -0.110 5.220 -5.167 0.36
H 0.560 6.165 -2.976 0.31
H 2.344 5.102 -1.671 0.21
```

Calculated values
Total charge: -2
Energy in Eh: -7546.61209
Spin multiplicity: 1
LUMO level in eV: 3.7
Maximum force in eV/Å: 1.13
E_HOMO in eV: -2.23

3.
C49H61BGaN5O | wB97M-V/def2-TZVPD

```
118
Properties=species:S:1:pos:R:3:mulliken_charge:R:1
Ga 1.299 0.612 0.340 0.49
C -3.353 0.336 2.116 -0.29
C -3.428 -0.012 3.573 1.15
C -4.683 -0.096 4.168 -0.75
C -4.856 -0.503 5.476 -0.78
C -3.749 -0.848 6.234 -0.55
C -2.491 -0.758 5.676 -0.80
C -2.313 -0.331 4.357 -0.24
N -1.003 -0.347 3.865 0.43
C -0.381 0.382 2.872 0.08
N -0.843 1.630 2.661 0.21
C -0.230 2.707 1.985 1.08
C 0.896 2.502 1.176 -1.50
C 1.560 3.657 0.758 0.03
C 1.100 4.930 1.037 -1.33
C -0.111 5.082 1.685 -0.89
C -0.794 3.979 2.173 1.51
C -2.132 4.189 2.833 -1.67
N 0.637 -0.132 2.251 0.36
C 1.042 -1.448 2.565 -1.64
C 0.373 -2.530 2.000 0.32
C 0.763 -3.828 2.271 -0.79
C 1.834 -4.056 3.115 -0.88
C 2.519 -2.984 3.660 -0.90
C 2.134 -1.674 3.411 1.39
C 2.841 -0.526 4.061 -1.66
H -4.212 -0.084 1.600 0.67
H -2.452 -0.047 1.644 -0.26
H -3.374 1.414 1.951 0.01
H -5.544 0.136 3.559 0.49
H -5.850 -0.583 5.887 0.42
H -3.872 -1.206 7.246 0.40
H -1.622 -1.031 6.258 0.50
H -0.430 -1.105 4.217 0.37
H -1.596 1.900 3.278 0.32
H 2.472 3.556 0.185 0.51
H 1.651 5.801 0.710 0.44
H -0.536 6.069 1.808 0.33
H -2.420 5.235 2.746 0.41
H -2.127 3.936 3.895 0.38
H -2.903 3.598 2.338 0.26
H -0.441 -2.330 1.318 0.21
H 0.225 -4.655 1.829 0.57
H 2.145 -5.064 3.345 0.44
H 3.366 -3.160 4.309 0.47
H 3.859 -0.799 4.330 0.50
H 2.310 -0.233 4.970 0.31
H 2.870 0.333 3.391 0.12
C 4.352 -0.082 0.553 -1.27
O 2.983 0.117 0.371 1.29
H 4.923 0.459 -0.210 0.27
H 4.599 -1.148 0.470 0.29
H 4.682 0.264 1.538 0.30
C 1.764 -3.295 -0.829 -0.80
C 2.841 -3.366 -1.907 0.34
C 2.332 -4.103 -3.151 -1.67
C 3.448 -2.040 -2.305 0.24
C 4.818 -2.053 -2.534 -0.90
C 5.486 -0.933 -2.977 -1.67
C 4.782 0.234 -3.195 -0.13
C 3.412 0.291 -2.984 0.87
C 2.676 1.573 -3.297 1.59
C 2.831 1.920 -4.778 -1.89
C 3.176 2.699 -2.395 -1.12
C 2.746 -0.851 -2.520 -0.33
N 1.336 -0.803 -2.401 1.00
B 0.469 -0.260 -1.407 -0.07
N -0.835 -0.399 -1.987 0.74
C -0.707 -0.973 -3.243 -1.43
C 0.593 -1.205 -3.489 -1.41
C -2.120 0.082 -1.638 -0.36
C -2.405 1.439 -1.845 0.47
C -3.659 1.919 -1.493 -0.35
C -4.636 1.065 -1.019 -1.26
C -4.382 -0.291 -0.934 -0.10
C -3.124 -0.804 -1.227 0.58
C -2.892 -2.296 -1.137 1.19
C -3.814 -3.042 -2.106 -1.81
C -3.116 -2.815 0.285 -1.39
C -1.410 2.343 -2.537 1.84
C -1.034 3.552 -1.681 -1.61
C -1.997 2.766 -3.890 -1.95
H 1.693 -4.258 -0.327 0.67
H 0.792 -3.056 -1.252 -0.24
H 2.019 -2.535 -0.093 -0.23
H 3.669 -3.957 -1.497 0.82
H 1.428 -3.638 -3.536 0.31
H 2.109 -5.137 -2.898 0.44
H 3.087 -4.089 -3.936 0.37
H 5.366 -2.973 -2.382 0.47
H 6.551 -0.970 -3.154 0.36
H 5.308 1.107 -3.550 0.39
H 1.611 1.429 -3.090 -0.69
H 3.876 2.078 -5.030 0.36
H 2.280 2.825 -5.022 0.47
H 2.452 1.108 -5.396 0.41
H 4.213 2.942 -2.613 0.42
H 3.105 2.368 -1.359 -0.27
H 2.573 3.597 -2.519 0.43
H -1.563 -1.142 -3.866 0.60
H 1.057 -1.611 -4.366 0.81
H -3.886 2.968 -1.614 0.45
H -5.603 1.457 -0.736 0.38
H -5.180 -0.963 -0.655 0.38
H -1.854 -2.502 -1.418 -0.41
H -4.850 -2.984 -1.780 0.35
H -3.533 -4.091 -2.152 0.48
H -3.746 -2.617 -3.104 0.36
H -4.147 -2.663 0.598 0.37
H -2.471 -2.306 0.997 0.17
H -2.905 -3.882 0.331 0.48
H -0.497 1.771 -2.728 -0.87
H -1.918 4.115 -1.388 0.29
H -0.365 4.213 -2.230 0.47
H -0.516 3.215 -0.785 0.22
H -2.876 3.393 -3.748 0.41
H -2.291 1.890 -4.470 0.39
H -1.257 3.320 -4.466 0.43
```

Calculated values
Energy in Eh: -4202.57836
Spin multiplicity: 1
LUMO level in eV: 0.6
Maximum force in eV/Å: 1.94
E_HOMO in eV: -7.82

4.
C49H62AsIrN5S6Sb2Si3 | wB97M-V/def2-TZVPD

```
129
Properties=species:S:1:pos:R:3:mulliken_charge:R:1
Ir -0.853 -0.087 -0.336 1.37
C -1.985 1.287 4.478 -1.36
Sb -2.064 1.537 2.309 -0.68
C -0.940 -0.340 1.903 1.17
C -2.049 -1.256 2.010 -0.03
C -1.923 -2.661 2.028 -0.39
C -3.047 -3.444 2.042 -0.76
C -4.299 -2.833 2.100 -1.35
C -4.342 -1.458 2.195 -0.36
N -3.266 -0.692 2.155 0.45
Si 0.567 -0.850 2.981 -0.03
C 1.785 0.451 3.667 -0.83
C 1.670 -2.060 1.984 0.36
C 0.016 -1.781 4.569 -1.26
C -4.411 2.657 0.210 0.71
C -4.582 1.265 -0.133 -0.15
C -5.882 0.721 -0.031 -0.79
C -6.134 -0.577 -0.406 -0.99
C -5.082 -1.343 -0.894 -1.25
C -3.837 -0.750 -0.962 0.16
N -3.570 0.496 -0.586 1.02
Si -4.194 3.954 -1.169 0.40
C -4.010 5.674 -0.370 -1.13
C -2.910 3.935 -2.581 -0.88
C -5.867 3.865 -2.128 -1.32
Si -5.232 3.241 1.834 0.23
C -5.655 1.812 3.035 -0.72
C -4.192 4.524 2.798 -1.15
C -6.918 4.102 1.495 -1.32
H -0.960 1.400 4.819 0.39
H -2.362 0.303 4.736 0.37
H -2.609 2.041 4.948 0.43
H -0.938 -3.090 2.019 0.36
H -2.962 -4.522 2.025 0.47
H -5.205 -3.417 2.104 0.48
H -5.284 -0.942 2.309 0.44
H 2.376 0.914 2.884 0.16
H 2.479 -0.049 4.337 0.43
H 1.301 1.247 4.221 0.23
H 1.640 -1.837 0.922 -0.90
H 1.359 -3.091 2.119 0.53
H 2.700 -1.979 2.320 0.18
H -0.033 -1.116 5.424 0.37
H 0.749 -2.549 4.800 0.45
H -0.949 -2.264 4.470 0.27
H -6.683 1.358 0.303 0.58
H -7.130 -0.990 -0.336 0.43
H -5.217 -2.363 -1.216 0.53
H -3.001 -1.309 -1.362 0.16
H -3.155 5.705 0.299 0.32
H -4.892 5.961 0.191 0.31
H -3.850 6.430 -1.132 0.45
H -1.945 4.306 -2.249 0.38
H -3.248 4.582 -3.389 0.57
H -2.759 2.943 -2.989 -0.26
H -6.720 3.876 -1.460 0.30
H -5.928 2.964 -2.731 0.33
H -5.956 4.716 -2.795 0.44
H -4.808 1.150 3.168 0.02
H -6.494 1.223 2.678 0.37
H -5.929 2.204 4.009 0.55
H -3.127 4.311 2.760 0.24
H -4.490 4.534 3.841 0.43
H -4.343 5.525 2.414 0.43
H -7.686 3.400 1.188 0.37
H -6.839 4.861 0.726 0.34
H -7.265 4.590 2.399 0.39
S 1.489 4.914 -0.075 -0.47
As 0.640 3.112 0.507 0.55
S -0.881 2.347 -0.799 -0.34
S 2.372 1.483 0.400 -0.15
S -0.079 3.107 2.551 -0.52
C 1.356 -4.905 -0.619 -0.74
N 1.304 -3.965 -1.702 0.42
C 2.066 -3.987 -2.833 -1.05
C 1.737 -2.914 -3.583 -0.53
N 0.757 -2.206 -2.906 0.76
C 0.473 -2.889 -1.751 -0.33
S -0.768 -2.676 -0.649 -0.24
C 0.210 -0.997 -3.331 0.86
C 0.806 -0.312 -4.397 -0.81
C 0.150 0.769 -4.941 -0.91
C -1.090 1.132 -4.418 -1.08
C -1.539 0.475 -3.294 -0.21
N -0.894 -0.540 -2.711 0.04
H 1.886 -5.800 -0.938 0.36
H 0.342 -5.168 -0.314 0.36
H 1.878 -4.464 0.234 0.19
H 2.771 -4.766 -3.029 0.50
H 2.078 -2.646 -4.559 0.67
H 1.765 -0.621 -4.782 0.24
H 0.588 1.313 -5.764 0.46
H -1.664 1.929 -4.861 0.46
H -2.467 0.753 -2.816 0.41
S 1.608 0.153 -0.866 -0.53
Sb 4.279 -1.554 -0.753 1.24
C 5.296 0.346 -0.966 1.04
C 4.705 1.389 -1.661 -0.51
C 5.338 2.616 -1.753 -0.73
C 6.583 2.795 -1.178 -0.62
C 7.195 1.745 -0.516 -0.68
C 6.551 0.526 -0.403 -0.72
C 5.181 -2.303 -2.582 0.51
C 4.729 -1.625 -3.706 -0.58
C 4.992 -2.102 -4.975 -0.59
C 5.715 -3.274 -5.128 -0.67
C 6.199 -3.936 -4.013 -0.64
C 5.925 -3.456 -2.742 -0.28
C 5.407 -2.211 0.977 0.44
C 5.384 -1.328 2.051 -0.38
C 5.837 -1.723 3.295 -0.59
C 6.312 -3.013 3.477 -0.63
C 6.334 -3.899 2.413 -0.56
C 5.869 -3.501 1.169 -0.65
H 3.735 1.258 -2.124 0.33
H 4.851 3.436 -2.260 0.46
H 7.069 3.755 -1.241 0.39
H 8.173 1.875 -0.077 0.42
H 7.027 -0.288 0.129 0.43
H 4.159 -0.712 -3.575 0.27
H 4.625 -1.572 -5.844 0.49
H 5.896 -3.669 -6.116 0.39
H 6.780 -4.840 -4.132 0.43
H 6.303 -3.983 -1.877 0.24
H 4.999 -0.324 1.907 0.50
H 5.804 -1.031 4.127 0.42
H 6.653 -3.329 4.451 0.37
H 6.695 -4.909 2.553 0.42
H 5.863 -4.207 0.350 0.20
```

Calculated values
Energy in Eh: -8256.41949
Spin multiplicity: 2
LUMO level (alpha / beta) in eV: -1.0 / -1.0
Maximum force in eV/Å: 3.00
E_HOMO (alpha / beta) in eV: -6.77 / -6.77

Q: The lowest energy belongs to which entry?
A: C49H58As2N3OP3S4Sc

Q: Among the records above, which one has the highest maximum force?
A: C49H62AsIrN5S6Sb2Si3

Q: Number 4 is which compound?
A: C49H62AsIrN5S6Sb2Si3